This record from the Open Molecules 2025 dataset describes C43H58N2O3P2S2Tl as an isolated structure. The level of theory is ωB97M-V/def2-TZVPD.

Atoms and positions in Å:
Tl 0.694 -0.066 0.990
C 2.943 1.363 -1.928
C 3.687 0.155 -1.364
C 4.688 0.574 -0.283
P 2.506 -1.034 -0.630
C 3.476 -2.505 -0.086
C 4.408 -3.000 -1.191
C 2.548 -3.622 0.384
C 1.343 -1.600 -1.887
C 1.663 -1.605 -3.245
C 0.753 -2.011 -4.208
C 1.106 -2.028 -5.669
C -0.511 -2.408 -3.771
C -0.856 -2.389 -2.434
C 0.060 -1.995 -1.452
N -0.288 -1.878 -0.103
C -0.691 -2.944 0.645
C -0.896 -4.235 0.103
C -1.295 -5.299 0.877
C -1.521 -5.186 2.253
C -1.963 -6.358 3.087
C -1.297 -3.946 2.809
C -0.878 -2.835 2.057
P -0.470 -1.313 2.890
C 0.640 -1.528 4.340
C 1.918 -2.248 3.917
C 0.018 -2.169 5.579
C -1.990 -0.463 3.504
C -2.506 0.534 2.472
C -3.105 -1.426 3.900
H 3.666 2.097 -2.290
H 2.333 1.844 -1.158
H 2.301 1.079 -2.760
H 4.219 -0.354 -2.173
H 4.171 1.061 0.547
H 5.396 1.290 -0.703
H 5.262 -0.268 0.104
H 4.071 -2.155 0.763
H 3.840 -3.270 -2.085
H 4.932 -3.894 -0.850
H 5.160 -2.262 -1.467
H 1.932 -3.989 -0.438
H 1.879 -3.305 1.184
H 3.145 -4.457 0.754
H 2.649 -1.282 -3.564
H 2.060 -1.532 -5.851
H 0.343 -1.521 -6.261
H 1.185 -3.051 -6.043
H -1.248 -2.720 -4.503
H -1.857 -2.669 -2.126
H -0.729 -4.394 -0.952
H -1.440 -6.261 0.398
H -2.265 -7.194 2.456
H -2.811 -6.099 3.722
H -1.160 -6.711 3.738
H -1.456 -3.824 3.874
H 0.887 -0.486 4.581
H 1.706 -3.276 3.617
H 2.618 -2.276 4.753
H 2.417 -1.743 3.085
H -0.160 -3.234 5.433
H -0.917 -1.692 5.874
H 0.712 -2.068 6.415
H -1.649 0.109 4.373
H -2.863 -0.010 1.584
H -1.855 2.274 1.838
H -3.358 1.072 2.899
H -3.428 -2.025 3.048
H -3.962 -0.859 4.267
H -2.799 -2.109 4.691
O -1.471 1.429 2.131
S -2.237 4.624 1.666
C -3.408 4.943 0.308
C -2.834 4.819 -1.098
C -2.040 3.546 -1.380
C -2.804 2.276 -1.047
S -1.814 0.777 -1.261
O -0.463 1.154 -0.676
C -1.622 0.850 -3.031
C -0.456 1.350 -3.578
C -0.320 1.373 -4.959
C -1.345 0.904 -5.768
C -2.513 0.403 -5.202
C -2.652 0.364 -3.824
C -0.848 5.633 1.194
C -0.972 7.019 1.164
C 0.116 7.800 0.808
C 1.334 7.205 0.507
C 1.462 5.825 0.556
C 0.370 5.036 0.890
H -3.832 5.937 0.451
H -4.219 4.231 0.477
H -2.182 5.674 -1.285
H -3.663 4.902 -1.807
H -1.109 3.556 -0.815
H -1.769 3.534 -2.438
H -3.688 2.131 -1.674
H -3.121 2.245 -0.001
H 0.321 1.717 -2.922
H 0.586 1.764 -5.404
H -1.237 0.928 -6.844
H -3.308 0.033 -5.835
H -3.546 -0.053 -3.374
H -1.914 7.483 1.429
H 0.017 8.878 0.781
H 2.185 7.819 0.242
H 2.410 5.353 0.331
H 0.477 3.958 0.907
O 1.627 2.343 3.838
C 1.659 2.065 2.695
N 1.713 1.803 1.516

Summary:
- HOMO-LUMO gap (eV) = 7.40
- energy above the lowest of the compared OMol25 structures with the same formula, charge and spin (kcal/mol) = 0.3
- DFT total energy (Eh) = -3659.97255
- largest force on an atom (eV/Å) = 0.4
- charge = +1
- HOMO energy (eV) = -9.5
- molar mass (g/mol) = 981.41

---

This record from the Open Molecules 2025 dataset describes BrMn2 as an isolated structure in a non-equilibrium geometry. The level of theory is ωB97M-V/def2-TZVPD.

Atoms and positions in Å:
Mn -1.950 -3.125 -21.905
Mn -3.515 0.662 -27.309
Br -3.917 -1.136 -24.164

Summary:
- 2S+1 = 11
- HOMO-LUMO gap (spin up / spin down) (eV) = 4.91 / 6.07
- energy above the lowest of the compared OMol25 structures with the same formula, charge and spin (kcal/mol) = 52.3
- DFT total energy (Eh) = -4874.58202
- largest force on an atom (eV/Å) = 1.0
- charge = +3
- HOMO energy (spin up / spin down) (eV) = -20.8 / -21.4
- molar mass (g/mol) = 189.78

---

This record from the Open Molecules 2025 dataset describes a 11-piece molecular cluster, C44H55F33O22 overall in a non-equilibrium geometry. The level of theory is ωB97M-V/def2-TZVPD.

Atoms and positions in Å:
C 10.649 20.810 16.798
C 10.666 19.310 16.623
O 11.651 18.923 15.684
C 11.645 17.662 15.194
O 10.744 16.856 15.384
C 12.875 17.413 14.259
F 12.472 17.006 13.070
F 13.644 18.598 14.105
F 13.647 16.468 14.740
H 9.914 21.027 17.573
H 10.298 21.267 15.873
H 11.635 21.213 17.029
H 9.633 19.060 16.377
H 10.848 18.908 17.620
C 21.523 20.525 15.549
C 22.188 21.684 14.749
O 23.281 22.256 15.446
C 24.462 21.596 15.466
O 24.652 20.510 14.942
C 25.540 22.367 16.299
F 25.137 23.535 16.699
F 25.832 21.606 17.344
F 26.649 22.411 15.584
H 21.116 20.621 16.556
H 22.287 19.753 15.644
H 20.834 20.028 14.867
H 21.431 22.446 14.562
H 22.460 21.582 13.699
C 14.665 11.822 18.986
C 15.506 12.695 19.919
O 14.789 12.950 21.106
C 15.439 13.688 22.037
O 16.630 14.156 22.055
C 14.582 13.991 23.263
F 13.271 13.718 23.040
F 15.027 13.369 24.357
F 14.673 15.303 23.534
H 14.330 10.893 19.447
H 15.217 11.610 18.070
H 13.809 12.430 18.695
H 15.694 13.657 19.441
H 16.464 12.185 20.024
C 17.476 17.211 20.695
C 16.211 17.695 21.434
O 15.149 18.090 20.537
C 14.348 17.138 19.882
O 14.436 15.965 20.199
C 13.393 17.588 18.755
F 13.907 17.260 17.598
F 12.212 16.963 18.802
F 13.106 18.896 18.777
H 17.746 17.763 19.795
H 17.231 16.227 20.294
H 18.386 17.148 21.291
H 16.521 18.556 22.027
H 15.771 16.984 22.134
C 20.464 13.369 14.598
C 20.878 11.992 14.035
O 20.121 10.933 14.610
C 18.840 10.750 14.522
O 18.103 11.394 13.806
C 18.288 9.516 15.351
F 19.183 8.850 16.100
F 17.294 10.040 16.063
F 17.739 8.670 14.461
H 19.394 13.572 14.535
H 20.921 14.168 14.014
H 20.737 13.583 15.631
H 21.916 11.748 14.261
H 20.830 11.851 12.955
C 14.557 13.432 15.460
C 14.531 12.159 14.694
O 14.330 11.140 15.639
C 14.055 9.902 15.166
O 13.982 9.552 13.996
C 13.955 8.845 16.353
F 13.368 9.322 17.431
F 13.221 7.845 15.960
F 15.206 8.422 16.678
H 15.327 13.504 16.228
H 13.608 13.541 15.985
H 14.760 14.244 14.761
H 15.430 11.999 14.099
H 13.740 12.072 13.949
C 15.756 19.934 16.097
C 16.417 19.668 17.450
O 16.082 20.719 18.411
C 17.019 21.141 19.261
O 18.157 20.709 19.317
C 16.564 22.252 20.207
F 17.304 23.304 20.019
F 15.340 22.641 20.013
F 16.758 21.850 21.461
H 16.171 20.844 15.663
H 14.670 19.865 16.044
H 16.162 19.157 15.450
H 17.499 19.563 17.366
H 15.961 18.744 17.803
C 28.129 14.825 13.811
C 26.786 14.832 14.506
O 25.791 15.400 13.690
C 24.566 15.758 14.248
O 24.282 15.645 15.461
C 23.585 16.464 13.261
F 23.157 17.589 13.706
F 24.192 16.723 12.089
F 22.526 15.607 13.081
H 28.503 15.849 13.820
H 28.160 14.517 12.766
H 28.900 14.199 14.259
H 26.917 15.431 15.407
H 26.408 13.824 14.676
C 15.791 15.463 12.643
C 16.561 14.168 12.179
O 16.749 14.181 10.806
C 17.903 13.731 10.259
O 18.893 13.360 10.918
C 17.917 13.673 8.705
F 18.490 12.485 8.354
F 16.704 13.712 8.119
F 18.588 14.773 8.173
H 14.706 15.355 12.648
H 16.051 16.317 12.018
H 15.941 15.655 13.705
H 16.038 13.292 12.564
H 17.510 14.019 12.694
C 22.326 13.787 21.408
C 21.208 14.690 20.838
O 20.515 14.047 19.755
C 19.809 12.950 20.004
O 19.508 12.569 21.122
C 19.289 12.215 18.741
F 18.865 10.959 19.025
F 18.243 12.887 18.145
F 20.231 12.241 17.861
H 22.020 12.875 21.921
H 22.989 14.329 22.083
H 22.909 13.468 20.545
H 21.624 15.590 20.386
H 20.504 15.009 21.607
C 21.526 17.190 17.074
C 20.384 17.361 18.117
O 19.303 16.515 17.733
C 18.458 16.831 16.784
O 18.521 17.858 16.008
C 17.251 15.841 16.641
F 16.198 16.626 16.307
F 17.487 15.079 15.511
F 17.050 15.103 17.740
H 21.833 16.144 17.095
H 22.369 17.807 17.384
H 21.144 17.485 16.097
H 20.114 18.413 18.028
H 20.842 17.199 19.093

Summary:
- HOMO-LUMO gap (eV) = 11.19
- energy above the lowest of the compared OMol25 structures with the same formula, charge and spin (kcal/mol) = 110.6
- DFT total energy (Eh) = -6660.51741
- SMILES string = CCOC(=O)C(F)(F)F.CCOC(=O)C(F)(F)F.CCOC(=O)C(F)(F)F.CCOC(=O)C(F)(F)F.CCOC(=O)C(F)(F)F.CCOC(=O)C(F)(F)F.CCOC(=O)C(F)(F)F.CCOC(=O)C(F)(F)F.CCOC(=O)C(F)(F)F.CCOC(=O)C(F)(F)F.CCOC(=O)C(F)(F)F
- largest force on an atom (eV/Å) = 5.7
- HOMO energy (eV) = -11.1
- molar mass (g/mol) = 1562.84

---

This record from the Open Molecules 2025 dataset describes C10H25Ca2O8V as an isolated structure in a non-equilibrium geometry. The level of theory is ωB97M-V/def2-TZVPD.

Atoms and positions in Å:
O 4.529 2.871 2.441
V 4.838 1.878 1.175
O 5.276 0.528 1.828
Ca 3.680 -0.392 -2.136
Ca 0.580 1.590 -2.678
O 0.403 1.152 0.962
C 1.640 1.027 0.529
O 2.655 1.261 1.201
O 1.853 0.705 -0.675
H 0.570 1.287 1.897
C -3.696 2.823 -0.850
C -2.491 3.181 -1.739
C -2.036 4.682 -1.762
O -1.385 2.370 -1.447
H -4.369 2.157 -1.389
H -4.243 3.742 -0.641
H -3.381 2.450 0.125
H -2.831 2.982 -2.755
H -1.830 5.000 -0.740
H -2.743 5.412 -2.157
H -1.150 4.783 -2.389
H -1.151 2.830 -0.638
C 2.040 -2.726 0.894
C 3.525 -2.587 0.593
C 4.034 -3.810 -0.162
O 3.848 -1.387 -0.024
H 1.781 -3.702 1.303
H 1.400 -2.469 0.050
H 1.858 -2.056 1.735
H 4.025 -2.571 1.561
H 5.049 -3.723 -0.549
H 3.493 -3.919 -1.102
H 3.733 -4.701 0.388
H 3.930 -0.699 0.641
C -4.037 -1.931 1.036
C -2.838 -1.142 0.478
C -1.554 -2.020 0.570
O -3.031 -1.003 -0.848
H -4.003 -1.943 2.125
H -4.152 -2.976 0.750
H -4.959 -1.369 0.886
H -2.848 -0.146 0.920
H -0.663 -1.403 0.463
H -1.491 -2.842 -0.144
H -1.607 -2.618 1.480
H -2.248 -0.577 -1.205

Summary:
- HOMO-LUMO gap (eV) = 2.39
- DFT total energy (Eh) = -3295.50609
- largest force on an atom (eV/Å) = 7.1
- charge = +4
- HOMO energy (eV) = -19.1
- molar mass (g/mol) = 404.40

---

This record from the Open Molecules 2025 dataset describes C25H17F3N7S3Y as an isolated structure. The level of theory is ωB97M-V/def2-TZVPD.

Atoms and positions in Å:
Y -0.089 -0.239 -0.038
F 4.139 4.279 1.073
C 3.462 3.848 -0.002
F 2.296 4.482 -0.032
F 4.163 4.207 -1.085
C 3.342 2.335 0.054
C 4.541 1.650 0.182
C 4.578 0.262 0.243
C 3.377 -0.402 0.185
N 2.210 0.250 0.063
C 2.156 1.605 -0.025
S 0.532 2.278 -0.261
H 5.460 2.220 0.233
H 5.509 -0.276 0.334
H 3.323 -1.483 0.234
S -5.653 0.558 5.387
N -5.775 0.477 3.784
C -4.539 0.348 3.318
C -4.173 0.259 1.915
C -5.107 0.338 0.880
C -4.677 0.280 -0.429
C -3.317 0.138 -0.667
N -2.411 0.042 0.310
C -2.823 0.114 1.597
C -1.797 0.061 2.653
N -0.502 -0.073 2.276
C 0.447 -0.076 3.208
C 0.169 0.040 4.567
C -1.143 0.160 4.963
C -2.151 0.171 3.993
C -3.560 0.308 4.323
N -4.058 0.409 5.550
H -6.155 0.456 1.127
H -5.368 0.359 -1.255
H -2.943 0.119 -1.687
H 1.470 -0.171 2.862
H 0.977 0.036 5.282
H -1.415 0.252 6.006
N -2.391 -3.717 -0.941
C -1.212 -4.122 -0.451
S -0.107 -3.013 0.258
N -0.970 -5.423 -0.458
C 0.212 -6.164 -0.105
C -0.002 -7.392 0.504
C 1.082 -8.189 0.833
C 2.370 -7.756 0.549
C 2.564 -6.534 -0.078
C 1.487 -5.728 -0.417
H -2.653 -2.749 -0.882
H -3.005 -4.342 -1.440
H -1.750 -6.019 -0.710
H -1.009 -7.724 0.729
H 0.917 -9.145 1.308
H 3.217 -8.376 0.801
H 3.565 -6.208 -0.325
H 1.652 -4.799 -0.941

Summary:
- HOMO-LUMO gap (eV) = 7.26
- energy above the lowest of the compared OMol25 structures with the same formula, charge and spin (kcal/mol) = 5.7
- DFT total energy (Eh) = -2878.38463
- largest force on an atom (eV/Å) = 0.4
- charge = +2
- HOMO energy (eV) = -13.8
- molar mass (g/mol) = 657.56

---

This record from the Open Molecules 2025 dataset describes a 7-piece molecular cluster, C14H42O14 overall in a non-equilibrium geometry. The level of theory is ωB97M-V/def2-TZVPD.

Atoms and positions in Å:
C -0.056 -5.375 -0.163
C 0.737 -5.259 1.116
O 1.098 -3.870 1.370
O 0.760 -5.104 -1.296
H -0.959 -4.778 -0.289
H -0.367 -6.426 -0.116
H 1.593 -5.932 1.123
H 0.092 -5.487 1.968
H 0.816 -3.662 2.265
H 0.633 -5.715 -2.023
C 0.345 4.262 -1.433
C 1.790 4.027 -1.970
O 1.698 2.924 -2.860
O -0.046 3.223 -0.527
H -0.373 4.476 -2.227
H 0.269 5.138 -0.781
H 2.468 3.751 -1.162
H 2.043 4.946 -2.496
H 1.236 2.205 -2.409
H -0.524 2.561 -1.061
C -0.822 -1.724 1.177
C -1.832 -0.924 0.371
O -1.378 0.454 0.379
O -1.090 -1.541 2.572
H 0.231 -1.518 0.990
H -0.976 -2.799 1.089
H -2.817 -0.936 0.846
H -2.006 -1.162 -0.682
H -1.741 0.797 1.204
H -0.708 -0.682 2.792
C -2.482 3.304 3.035
C -3.575 2.348 3.525
O -4.921 2.777 3.293
O -2.145 3.010 1.686
H -1.709 3.211 3.799
H -2.924 4.306 3.062
H -3.341 2.104 4.565
H -3.325 1.389 3.063
H -5.033 3.652 3.675
H -1.718 3.792 1.321
C -1.052 1.086 -3.382
C -1.020 -0.089 -4.310
O -1.654 -1.222 -3.701
O -0.356 0.908 -2.127
H -2.091 1.273 -3.066
H -0.794 2.049 -3.824
H 0.027 -0.322 -4.519
H -1.590 0.166 -5.207
H -1.343 -1.972 -4.216
H -0.969 0.247 -1.782
C 2.183 0.563 3.028
C 1.261 1.647 3.587
O -0.057 1.318 3.139
O 3.572 1.039 2.933
H 2.001 0.500 1.951
H 2.096 -0.443 3.437
H 1.605 2.550 3.086
H 1.348 1.568 4.667
H -0.132 1.607 2.218
H 4.049 0.389 2.411
C 2.568 -1.611 -3.178
C 1.744 -1.845 -1.879
O 2.501 -2.564 -0.911
O 3.841 -2.227 -3.285
H 2.737 -0.528 -3.238
H 1.924 -1.727 -4.050
H 0.774 -2.229 -2.199
H 1.594 -0.864 -1.430
H 1.919 -3.129 -0.387
H 4.374 -1.905 -2.553

Summary:
- HOMO-LUMO gap (eV) = 9.85
- energy above the lowest of the compared OMol25 structures with the same formula, charge and spin (kcal/mol) = 52.2
- DFT total energy (Eh) = -1611.78231
- SMILES string = OCCO.OCCO.OCCO.OCCO.OCCO.OCCO.OCCO
- largest force on an atom (eV/Å) = 2.9
- HOMO energy (eV) = -9.4
- molar mass (g/mol) = 434.48